The following is a DFT calculation (ωB97M-V/def2-TZVPD) of C22H39N2OPReSi as an isolated structure at a distorted geometry.

The geometry in XYZ format:
```
67
Properties=species:S:1:pos:R:3:forces:R:3:mulliken_spin:R:1
Re -0.660 -0.200 -0.224 4.007 0.454 1.632 1.72
Si -1.751 1.475 -1.578 -1.280 1.442 -0.668 0.02
P -2.736 -0.660 0.638 -2.215 -0.370 0.488 -0.01
N -0.693 -1.723 -1.110 -0.622 -0.778 -1.461 0.13
H -0.121 -0.769 1.274 -0.367 -0.165 0.429 0.00
C -2.700 -1.698 2.131 -0.106 -0.206 0.246 0.01
H -3.717 -1.948 2.446 0.067 -0.009 0.043 0.00
H -2.188 -1.159 2.937 -0.088 -0.058 -0.192 0.00
H -2.147 -2.625 1.931 -0.081 0.262 -0.032 0.00
C -3.925 0.651 1.112 -0.053 -0.040 0.170 0.01
H -4.843 0.169 1.476 0.197 0.170 -0.049 0.00
H -4.175 1.272 0.244 0.115 -0.145 0.139 0.00
H -3.509 1.287 1.902 -0.001 -0.119 -0.178 0.00
C -3.781 -1.643 -0.512 -0.100 -0.056 0.247 0.02
H -4.771 -1.784 -0.057 0.180 -0.042 -0.156 0.00
H -3.322 -2.620 -0.705 -0.051 0.251 0.022 0.00
H -3.892 -1.104 -1.459 0.062 -0.090 0.188 0.00
C -2.079 3.204 -0.913 0.171 0.160 -0.006 0.00
H -1.154 3.576 -0.454 -0.348 0.051 0.034 0.00
H -2.902 3.230 -0.192 0.258 0.065 -0.063 0.00
H -2.341 3.840 -1.769 0.018 -0.066 0.212 0.00
H -1.024 1.805 -2.836 0.121 -0.298 -0.159 0.03
H -3.110 1.066 -2.032 -0.161 -0.180 -0.263 0.00
C -0.642 -2.721 -2.025 0.292 0.277 0.309 -0.11
C 0.240 -4.854 -2.748 -0.163 0.260 -0.083 -0.08
C 0.042 -3.929 -1.735 -0.248 0.215 -0.071 0.14
C -1.238 -2.529 -3.301 0.163 0.045 0.192 0.16
C -1.002 -3.451 -4.310 0.061 -0.028 0.349 -0.08
C -0.227 -4.588 -4.048 -0.049 -0.300 -0.037 0.16
H 0.752 -5.789 -2.518 -0.040 0.243 -0.192 0.00
H 0.389 -4.066 -0.707 0.027 -0.101 -0.435 0.01
H -1.839 -1.626 -3.444 0.261 -0.309 -0.090 0.01
H -1.433 -3.284 -5.298 0.191 -0.086 0.238 0.00
H -0.014 -5.291 -4.854 -0.114 0.128 0.249 0.01
C -0.597 2.065 2.373 -1.425 0.236 2.973 0.71
O -0.433 1.626 1.209 1.224 -1.208 -4.225 0.15
C 0.151 1.534 3.547 -0.435 0.048 -0.054 -0.10
H -0.418 1.746 4.463 0.268 -0.100 -0.028 0.03
H 1.118 2.053 3.650 0.427 -0.089 0.256 0.08
H 0.306 0.450 3.474 0.179 0.035 0.005 0.01
C -1.487 3.230 2.642 0.102 -0.025 0.239 -0.01
H -1.988 3.081 3.608 -0.090 0.262 -0.085 0.01
H -2.232 3.378 1.859 0.108 0.025 0.056 0.01
H -0.880 4.142 2.730 -0.201 0.378 -0.008 0.02
C 3.329 2.402 0.993 0.002 0.359 0.143 0.02
N 3.645 1.048 1.531 0.420 -0.144 -0.077 -0.04
C 3.969 1.073 2.982 -0.035 0.070 0.010 0.04
C 2.556 0.029 1.191 0.168 -0.140 0.459 0.00
C 2.513 -0.104 -0.294 0.660 -0.200 -1.081 0.00
C 3.732 -0.412 -0.934 -0.136 0.348 0.031 0.00
C 3.860 -0.278 -2.312 -0.010 -0.105 0.052 0.01
C 2.736 0.057 -3.072 -0.343 0.143 -0.055 -0.01
C 1.485 0.201 -2.455 1.079 -0.177 -0.321 0.01
C 1.373 0.130 -1.063 -1.315 0.068 0.605 -0.10
H 2.328 2.699 1.322 0.124 -0.178 -0.075 0.00
H 3.376 2.377 -0.098 -0.102 -0.078 0.230 0.00
H 4.078 3.095 1.394 -0.197 -0.116 -0.175 0.00
H 4.508 0.744 1.047 -0.632 0.058 0.114 0.00
H 3.085 1.388 3.547 0.182 -0.085 -0.168 0.00
H 4.270 0.063 3.277 -0.051 0.240 0.018 0.01
H 4.788 1.784 3.126 -0.172 -0.207 0.115 0.00
H 2.863 -0.900 1.690 -0.020 0.169 -0.059 0.01
H 1.635 0.394 1.654 0.091 0.003 -0.330 0.00
H 4.596 -0.737 -0.343 -0.076 0.057 -0.170 0.00
H 4.829 -0.443 -2.786 -0.310 -0.022 0.081 0.00
H 2.828 0.192 -4.152 0.005 -0.116 0.301 0.00
H 0.594 0.380 -3.064 0.405 -0.086 0.170 0.00
```
Positions in Å, forces in eV/Å.

Output
spin multiplicity	4
expectation value of S²	3.79
E_LUMO (spin up / spin down)	0.0 / -0.4	eV
largest force on an atom	4.6	eV/A
HOMO energy (spin up / spin down)	-3.99 / -7.48	eV